[1]
Computed, not measured: a structure of composition C36H43BCl3HfN6SbSi at a distorted geometry, with ωB97M-V/def2-TZVPD.

Last column: Löwdin charge in e.
Geometry (Å):
Hf (0.580, -1.145, 1.345)  1.1146
C (1.808, -3.747, 3.965)  -0.0187
C (2.573, -3.407, 2.702)  -0.2614
C (3.784, -3.938, 2.357)  0.0372
C (4.162, -3.355, 1.138)  -0.2021
C (5.397, -3.619, 0.299)  0.0047
N (3.166, -2.537, 0.734)  0.0241
N (2.164, -2.556, 1.671)  -0.0964
B (3.140, -1.616, -0.533)  -0.4833
N (3.177, -0.116, -0.141)  0.0351
N (2.221, 0.287, 0.798)  -0.0489
C (2.452, 1.591, 1.009)  -0.3465
C (1.647, 2.441, 1.916)  -0.0305
C (3.455, 2.027, 0.191)  0.0448
C (3.968, 0.905, -0.447)  -0.2320
C (5.124, 0.746, -1.374)  0.0181
N (1.809, -1.930, -1.294)  0.0330
N (0.581, -1.959, -0.639)  -0.0835
C (-0.318, -2.536, -1.470)  -0.2910
C (-1.693, -2.957, -1.038)  -0.0234
C (0.314, -2.803, -2.674)  0.0455
C (1.641, -2.481, -2.517)  -0.2523
C (2.726, -2.662, -3.501)  0.0093
H (2.422, -3.482, 4.818)  0.0983
H (1.620, -4.817, 3.925)  0.1002
H (0.846, -3.244, 4.036)  -0.0070
H (4.444, -4.610, 2.908)  0.1417
H (6.080, -4.284, 0.872)  0.1033
H (5.963, -2.759, -0.043)  0.0777
H (5.106, -4.205, -0.581)  0.0967
H (4.096, -1.859, -1.220)  0.1213
H (0.647, 2.057, 2.198)  0.0143
H (1.484, 3.352, 1.390)  0.0797
H (2.202, 2.609, 2.856)  0.1124
H (3.808, 3.050, 0.185)  0.1399
H (5.820, 1.598, -1.369)  0.1056
H (4.818, 0.629, -2.391)  0.0838
H (5.715, -0.124, -1.097)  0.0836
H (-1.632, -4.003, -0.797)  0.0950
H (-2.371, -2.835, -1.877)  0.0923
H (-2.061, -2.368, -0.202)  0.0022
H (-0.124, -3.141, -3.599)  0.1381
H (2.293, -2.873, -4.478)  0.0987
H (3.389, -3.489, -3.200)  0.1052
H (3.409, -1.803, -3.558)  0.0910
C (0.868, 1.094, -2.170)  -0.0606
C (-0.450, 0.675, -2.659)  -0.3316
C (-0.606, 0.400, -4.004)  -0.0323
C (-1.799, -0.082, -4.530)  -0.0558
C (-2.885, -0.274, -3.725)  -0.0736
C (-2.776, 0.087, -2.409)  -0.1391
C (-1.574, 0.524, -1.855)  -0.3176
Sb (-1.683, 0.800, 0.271)  1.5255
C (-1.440, 2.878, 0.446)  -0.3861
C (-0.950, 3.513, -0.669)  -0.1448
C (-0.747, 4.865, -0.640)  -0.0566
C (-1.019, 5.567, 0.537)  -0.0510
C (-1.629, 4.936, 1.600)  -0.0379
C (-1.828, 3.554, 1.606)  -0.3170
C (-2.329, 2.860, 2.851)  -0.0491
C (-3.725, 0.638, 0.796)  -0.3668
C (-4.122, -0.483, 1.512)  -0.1938
C (-5.451, -0.648, 1.914)  -0.0791
C (-6.347, 0.360, 1.686)  -0.0493
C (-5.968, 1.464, 0.897)  0.0003
C (-4.671, 1.586, 0.386)  -0.2804
C (-4.292, 2.695, -0.540)  -0.0395
H (1.266, 1.936, -2.738)  0.1103
H (1.612, 0.291, -2.259)  0.0813
H (0.847, 1.453, -1.162)  0.0310
H (0.209, 0.581, -4.696)  0.1260
H (-1.911, -0.244, -5.612)  0.1262
H (-3.812, -0.617, -4.126)  0.1141
H (-3.636, -0.080, -1.790)  0.0945
H (-0.790, 2.995, -1.615)  0.0954
H (-0.347, 5.367, -1.475)  0.1017
H (-0.791, 6.652, 0.533)  0.1286
H (-1.992, 5.535, 2.473)  0.1391
H (-2.891, 3.578, 3.451)  0.0925
H (-1.491, 2.505, 3.476)  0.0742
H (-3.013, 2.018, 2.670)  0.0500
H (-3.418, -1.296, 1.691)  0.0099
H (-5.824, -1.553, 2.400)  0.1186
H (-7.379, 0.292, 2.030)  0.1214
H (-6.713, 2.174, 0.703)  0.1056
H (-5.120, 2.998, -1.175)  0.0996
H (-3.505, 2.436, -1.229)  0.0464
H (-3.947, 3.575, 0.021)  0.0966
Cl (-1.125, -2.614, 2.233)  0.1198
Si (-1.819, -0.926, 4.117)  0.1531
Cl (-1.302, -1.830, 5.858)  0.2249
Cl (0.463, -0.267, 3.647)  0.1047

As for the HOMO energy: -13.60 eV. The value obtained for the total energy is -3709.1465 a.u. For the energy above the lowest of the compared OMol25 structures with the same formula, charge and spin, the calculation gives 0.000 eV. Its net charge is +2. As for the max |F|: 0.0382 Eh/bohr.


[2]
Computed, not measured: a structure of composition C34H67GeN2O2SSi7SnTe at a distorted geometry, with ωB97M-V/def2-TZVPD.

Last column: Löwdin spin population.
Geometry (Å):
Sn (0.665, 0.090, -0.294)  0.0246
C (-3.022, 7.476, 1.528)  0.0000
C (-2.335, 6.141, 1.539)  0.0000
C (-2.080, 5.472, 0.337)  0.0000
C (-1.443, 4.249, 0.329)  0.0003
C (-1.051, 3.683, 1.543)  0.0002
C (-1.281, 4.329, 2.747)  0.0000
C (-1.920, 5.558, 2.734)  0.0000
S (-0.295, 2.114, 1.496)  0.0015
O (-0.225, 1.502, 2.793)  0.0006
O (1.011, 2.242, 0.811)  0.0013
N (-1.058, 1.209, 0.414)  0.0137
C (-2.244, 0.501, 0.661)  0.0006
C (-3.248, 0.881, 1.513)  0.0007
C (-4.443, 0.134, 1.586)  0.0000
C (-4.628, -0.975, 0.813)  0.0004
C (-3.602, -1.400, -0.063)  0.0000
C (-3.726, -2.515, -0.920)  0.0001
C (-2.696, -2.852, -1.753)  0.0000
C (-1.504, -2.117, -1.691)  0.0001
N (-1.339, -1.079, -0.894)  0.0011
C (-2.390, -0.682, -0.108)  0.0001
H (-3.847, 7.490, 0.817)  0.0000
H (-2.318, 8.255, 1.225)  0.0000
H (-3.407, 7.738, 2.511)  0.0000
H (-2.394, 5.917, -0.600)  0.0000
H (-1.264, 3.710, -0.595)  0.0014
H (-0.974, 3.861, 3.674)  0.0000
H (-2.103, 6.071, 3.669)  0.0000
H (-3.121, 1.771, 2.117)  0.0000
H (-5.228, 0.466, 2.252)  0.0000
H (-5.556, -1.531, 0.846)  0.0000
H (-4.645, -3.089, -0.911)  0.0000
H (-2.771, -3.677, -2.447)  0.0000
H (-0.662, -2.404, -2.308)  0.0000
C (-0.301, 3.148, -6.087)  0.0015
Si (0.290, 4.407, -4.852)  0.0653
C (1.180, 5.878, -5.567)  0.0098
C (-1.035, 4.889, -3.622)  0.0241
Si (1.947, 3.430, -3.372)  0.1945
Te (0.783, 1.341, -2.640)  0.3714
Si (3.505, 2.204, -5.022)  0.1479
C (2.630, 0.793, -5.852)  0.0146
C (4.786, 1.625, -3.799)  0.0350
C (4.101, 3.527, -6.177)  0.0319
Si (3.005, 4.736, -1.684)  0.0089
C (3.903, 3.708, -0.419)  -0.0010
C (1.616, 5.650, -0.831)  0.0067
C (4.136, 5.885, -2.626)  -0.0004
H (-1.259, 3.450, -6.516)  0.0006
H (-0.437, 2.177, -5.605)  0.0000
H (0.407, 3.025, -6.908)  -0.0001
H (0.562, 6.385, -6.313)  0.0024
H (2.115, 5.590, -6.052)  -0.0001
H (1.419, 6.605, -4.787)  0.0000
H (-1.862, 5.420, -4.100)  0.0033
H (-0.625, 5.536, -2.843)  0.0006
H (-1.439, 3.995, -3.141)  0.0019
H (2.096, 0.183, -5.124)  0.0049
H (3.365, 0.158, -6.355)  0.0018
H (1.912, 1.132, -6.600)  0.0003
H (4.323, 1.039, -3.002)  0.0009
H (5.327, 2.459, -3.347)  0.0005
H (5.520, 0.986, -4.301)  0.0064
H (3.348, 3.783, -6.925)  -0.0002
H (4.979, 3.149, -6.711)  0.0073
H (4.397, 4.439, -5.655)  0.0007
H (3.195, 3.070, 0.117)  0.0000
H (4.390, 4.356, 0.314)  -0.0002
H (4.671, 3.074, -0.866)  0.0000
H (0.870, 4.947, -0.456)  -0.0002
H (1.117, 6.364, -1.490)  0.0000
H (2.002, 6.206, 0.027)  0.0009
H (4.967, 5.347, -3.090)  0.0001
H (4.564, 6.635, -1.957)  -0.0002
H (3.602, 6.417, -3.418)  0.0000
C (1.683, -3.664, 3.923)  -0.0002
Si (0.624, -2.198, 3.450)  -0.0003
C (-1.061, -2.676, 2.815)  0.0000
C (0.638, -0.871, 4.744)  0.0000
Ge (1.974, -1.509, 1.509)  -0.0023
Si (2.173, -3.136, -0.297)  0.0003
C (2.204, -2.288, -1.991)  0.0065
C (3.823, -4.008, -0.158)  0.0001
C (0.726, -4.328, -0.295)  0.0001
Si (3.945, -0.071, 1.619)  -0.0001
C (4.426, 0.362, -0.144)  0.0008
C (5.251, -1.187, 2.357)  -0.0001
C (3.653, 1.440, 2.665)  0.0000
H (1.278, -4.155, 4.812)  0.0000
H (2.703, -3.350, 4.159)  0.0000
H (1.732, -4.408, 3.125)  0.0000
H (-1.655, -3.126, 3.616)  0.0000
H (-0.992, -3.402, 2.004)  0.0000
H (-1.606, -1.797, 2.458)  0.0000
H (-0.064, -1.112, 5.547)  0.0000
H (0.346, 0.083, 4.318)  0.0000
H (1.633, -0.764, 5.181)  0.0000
H (2.913, -1.453, -2.010)  0.0026
H (1.220, -1.873, -2.241)  0.0024
H (2.470, -2.985, -2.789)  0.0001
H (4.646, -3.296, -0.254)  0.0000
H (3.926, -4.749, -0.955)  0.0000
H (3.936, -4.530, 0.795)  0.0000
H (-0.216, -3.821, -0.076)  0.0000
H (0.862, -5.115, 0.450)  0.0000
H (0.626, -4.808, -1.272)  0.0000
H (4.579, -0.542, -0.740)  0.0000
H (5.352, 0.939, -0.166)  0.0001
H (3.646, 0.962, -0.626)  0.0012
H (5.363, -2.109, 1.783)  0.0000
H (5.015, -1.457, 3.389)  0.0000
H (6.221, -0.681, 2.366)  0.0000
H (2.725, 1.930, 2.374)  0.0000
H (4.467, 2.160, 2.548)  0.0000
H (3.580, 1.177, 3.722)  0.0000

As for the HOMO energy (spin up / spin down): -12.92 / -12.90 eV. The spin multiplicity is 2. The value obtained for the total energy is -6579.3572 a.u. For the energy above the lowest of the compared OMol25 structures with the same formula, charge and spin, the calculation gives 0.000 eV. Its net charge is +2. As for the max |F|: 0.0290 Eh/bohr.


[3]
Computed, not measured: a cluster of 13 separate species, C17H59N27O15P in total at a distorted geometry, with ωB97M-V/def2-TZVPD.

Last column: Löwdin charge in e.
Geometry (Å):
N (2.652, -4.186, 0.062)  0.0570
C (2.558, -2.912, -0.603)  -0.1889
N (1.760, -1.911, 0.167)  -0.0109
C (2.174, -1.063, 1.093)  -0.0360
N (1.109, -0.379, 1.501)  0.1644
C (-0.023, -0.781, 0.826)  -0.2180
C (-1.356, -0.160, 1.047)  -0.1126
P (-2.831, -1.114, 0.564)  0.4273
O (-3.596, -0.350, -0.414)  -0.2499
O (-3.651, -1.419, 1.884)  -0.1035
O (-2.370, -2.542, 0.004)  -0.1137
C (0.413, -1.753, -0.025)  0.0274
H (3.073, -4.042, 0.974)  0.0772
H (1.718, -4.516, 0.281)  0.0822
H (3.537, -2.496, -0.803)  0.1269
H (2.045, -3.009, -1.549)  0.1084
H (3.194, -0.941, 1.408)  0.1176
H (1.131, 0.342, 2.204)  0.1833
H (-1.497, 0.141, 2.082)  0.1122
H (-1.422, 0.749, 0.453)  0.1135
H (-3.283, -2.196, 2.336)  0.0515
H (-3.060, -3.199, 0.165)  0.1029
H (-0.152, -2.308, -0.744)  0.1361
C (5.206, 0.090, 3.581)  -0.6354
O (4.672, -0.148, 2.483)  -0.0815
N (5.590, 1.342, 3.903)  0.1985
N (5.441, -0.883, 4.491)  0.1899
H (6.035, 1.576, 4.770)  0.1161
H (5.446, 2.067, 3.215)  0.0909
H (5.172, -1.820, 4.256)  0.1127
H (5.882, -0.713, 5.375)  0.1133
C (-5.477, 3.258, -0.271)  -0.6946
O (-4.887, 3.394, 0.793)  -0.0008
N (-6.100, 4.296, -0.905)  0.1629
N (-5.571, 2.059, -0.913)  0.1583
H (-6.600, 4.188, -1.770)  0.0785
H (-6.061, 5.196, -0.466)  0.1011
H (-5.127, 1.265, -0.481)  0.0629
H (-6.057, 1.939, -1.786)  0.0695
C (3.753, -0.974, -3.699)  -0.6697
O (2.806, -1.704, -3.430)  0.0017
N (4.538, -1.180, -4.790)  0.1625
N (4.097, 0.099, -2.922)  0.1594
H (5.319, -0.599, -5.029)  0.1011
H (4.314, -1.961, -5.377)  0.1095
H (3.540, 0.281, -2.110)  0.0770
H (4.870, 0.705, -3.122)  0.1004
C (8.120, -0.776, 0.994)  -0.6636
O (9.202, -1.234, 0.671)  0.0242
N (7.020, -1.577, 1.174)  0.1571
N (7.902, 0.552, 1.204)  0.1747
H (6.116, -1.224, 1.433)  0.0437
H (7.147, -2.561, 1.031)  0.1007
H (8.675, 1.176, 1.071)  0.1084
H (7.011, 0.940, 1.463)  0.0475
C (-8.940, 0.996, 1.720)  -0.6893
O (-9.905, 0.374, 2.131)  0.0102
N (-8.333, 0.718, 0.529)  0.1598
N (-8.375, 2.028, 2.423)  0.1520
H (-7.537, 1.223, 0.184)  0.0580
H (-8.712, -0.031, -0.018)  0.1004
H (-8.791, 2.263, 3.303)  0.0987
H (-7.578, 2.547, 2.102)  0.0844
C (4.770, 2.917, 0.404)  -0.6559
O (5.811, 2.835, 1.048)  0.0042
N (3.812, 1.944, 0.558)  0.1508
N (4.501, 3.918, -0.463)  0.1743
H (2.932, 1.936, 0.079)  0.0819
H (4.067, 1.218, 1.217)  0.0407
H (5.196, 4.632, -0.596)  0.0909
H (3.654, 3.987, -0.991)  0.0894
C (12.725, -3.003, 0.666)  -0.6862
O (12.146, -3.659, 1.513)  0.0195
N (14.069, -3.158, 0.422)  0.1367
N (12.099, -2.067, -0.107)  0.1544
H (14.571, -2.633, -0.267)  0.0845
H (14.558, -3.837, 0.972)  0.0963
H (11.114, -1.918, 0.040)  0.0554
H (12.574, -1.528, -0.805)  0.0878
C (-7.675, 3.000, -4.287)  -0.6827
O (-7.893, 2.273, -3.324)  -0.0009
N (-6.424, 3.221, -4.775)  0.1617
N (-8.687, 3.643, -4.942)  0.1545
H (-6.225, 3.803, -5.567)  0.0944
H (-5.658, 2.751, -4.330)  0.0893
H (-9.619, 3.497, -4.603)  0.1052
H (-8.542, 4.241, -5.732)  0.0951
C (-4.064, -3.892, 4.615)  -0.6681
O (-2.992, -3.669, 4.046)  -0.0182
N (-4.203, -4.900, 5.517)  0.1661
N (-5.186, -3.158, 4.415)  0.1822
H (-5.068, -5.073, 5.999)  0.0783
H (-3.401, -5.468, 5.710)  0.1046
H (-5.145, -2.381, 3.782)  0.0909
H (-6.047, -3.363, 4.893)  0.0696
C (-3.985, 1.033, -6.410)  -0.6773
O (-4.226, 2.229, -6.420)  0.0064
N (-2.763, 0.536, -6.049)  0.1502
N (-4.919, 0.100, -6.757)  0.1577
H (-2.544, -0.441, -6.034)  0.0919
H (-2.057, 1.199, -5.792)  0.0997
H (-5.825, 0.435, -7.023)  0.1050
H (-4.745, -0.887, -6.756)  0.0943
C (4.128, 6.877, -2.946)  -0.6645
O (4.740, 5.952, -2.430)  0.0049
N (4.596, 8.155, -2.928)  0.1592
N (2.931, 6.698, -3.583)  0.1533
H (4.115, 8.929, -3.345)  0.0986
H (5.473, 8.317, -2.470)  0.1083
H (2.563, 5.768, -3.622)  0.0989
H (2.417, 7.442, -4.013)  0.0972
C (-8.199, -5.317, 5.406)  -0.6647
O (-7.611, -4.407, 5.982)  -0.0002
N (-7.769, -6.613, 5.446)  0.1583
N (-9.333, -5.096, 4.688)  0.1641
H (-8.243, -7.366, 4.985)  0.0982
H (-6.946, -6.814, 5.980)  0.0962
H (-9.675, -4.154, 4.647)  0.1128
H (-9.838, -5.819, 4.213)  0.0992

As for the HOMO energy: -10.41 eV. The value obtained for the total energy is -3632.0169 a.u. Its net charge is +1. As for the max |F|: 0.0246 Eh/bohr.


[4]
Computed, not measured: a cluster of 3 separate species, C3H14N2O2 in total at a distorted geometry, with ωB97M-V/def2-TZVPD.

Last column: Löwdin charge in e.
Geometry (Å):
C (1.252, -2.097, -0.698)  -0.1423
N (0.467, -0.923, -0.410)  -0.1396
C (1.087, 0.284, 0.118)  -0.2515
C (0.070, 1.150, 0.845)  -0.2520
N (0.269, 1.121, 2.335)  -0.0112
H (2.164, -1.878, -1.285)  0.0754
H (1.542, -2.644, 0.193)  0.0752
H (0.702, -2.714, -1.408)  0.0735
H (-0.073, -0.641, -1.221)  0.0964
H (1.507, 0.860, -0.713)  0.0876
H (1.959, 0.070, 0.725)  0.1126
H (-0.926, 0.727, 0.748)  0.0905
H (0.046, 2.201, 0.549)  0.0930
H (-0.627, 1.068, 2.794)  0.0487
H (0.784, 1.932, 2.641)  0.0531
O (-2.799, -1.771, 0.330)  -0.0691
H (-2.388, -1.087, 0.876)  0.0134
H (-2.031, -2.071, -0.173)  0.0153
O (0.086, 1.971, -2.178)  -0.0482
H (-0.318, 1.973, -3.053)  0.0494
H (-0.438, 2.469, -1.547)  0.0299

As for the HOMO energy: -8.54 eV. The value obtained for the total energy is -382.6484 a.u. For the energy above the lowest of the compared OMol25 structures with the same formula, charge and spin, the calculation gives 1.398 eV. Its structure (SMILES) is CNCCN.O.O. As for the max |F|: 0.0415 Eh/bohr.